# 1
Computed, not measured: a single C18H16Br2N2O2 molecule, with the ωB97M-V functional and the def2-TZVPD basis.

Calculated values
* SMILES string: O=C(c1cccc(Br)c1)N1CCN(C(=O)c2cccc(Br)c2)CC1
* total energy: -6103.57778 hartree

Structure (XYZ):
```
40
Properties=species:S:1:pos:R:3:forces:R:3:lowdin_charge:R:1
H -4.044 1.165 -1.682 -0.1 0.0 0.2 0.13
O -1.907 3.404 -0.639 0.1 0.1 -0.3 0.09
H 3.401 1.505 1.517 0.1 0.0 0.0 0.10
C -2.527 0.740 1.694 0.0 -0.3 0.2 -0.11
H -0.539 2.661 2.718 -0.1 0.0 0.1 0.12
O -2.912 -0.669 -2.432 0.1 0.0 -0.3 0.09
C -2.090 -3.283 -0.890 -0.1 0.1 0.0 -0.02
C 2.373 1.724 1.274 0.0 0.0 -0.1 -0.15
H -5.387 0.628 -0.648 0.0 0.1 0.0 0.13
C 0.302 -2.476 0.217 0.2 0.1 0.1 -0.64
H 1.815 2.183 3.281 0.0 0.0 0.1 0.11
H -0.367 -0.471 -0.118 0.0 0.1 0.0 0.09
H -1.474 0.464 1.746 -0.2 0.0 0.0 0.11
H 0.761 -4.559 0.418 0.1 0.0 0.0 0.10
N -2.688 1.892 0.837 -0.1 0.1 0.1 -0.04
C -1.163 -4.225 -0.477 0.0 0.0 0.0 -0.06
H -2.871 0.980 2.708 0.1 -0.1 0.0 0.13
H 0.283 1.844 -1.397 0.0 0.0 -0.1 0.12
H -4.362 -0.438 1.572 0.1 -0.1 0.0 0.13
C -2.787 -0.897 -1.247 0.0 -0.2 0.1 -0.42
C -1.684 2.566 0.211 0.0 0.0 0.2 -0.41
C -0.606 -1.521 -0.201 0.0 -0.1 0.0 -0.07
C 0.618 1.901 -0.371 0.0 0.0 0.0 -0.08
C -1.818 -1.928 -0.742 0.2 -0.2 -0.2 -0.15
C -4.324 0.890 -0.663 0.0 0.1 -0.3 -0.09
Br 3.156 1.125 -1.402 -0.2 0.1 0.2 0.73
C -3.363 -0.432 1.123 0.1 0.0 0.3 -0.11
C 1.477 2.098 2.260 0.0 0.0 0.0 -0.06
C -0.283 2.247 0.630 0.3 0.1 0.0 -0.15
H -3.025 -3.592 -1.332 -0.1 0.0 -0.1 0.12
H -4.101 3.001 -0.185 -0.1 -0.1 0.1 0.12
C 1.933 1.634 -0.036 0.1 0.0 -0.1 -0.69
C -4.034 2.038 0.322 -0.1 0.2 -0.1 -0.10
Br 1.935 -1.908 1.017 -0.2 -0.1 -0.1 0.77
N -3.518 -0.261 -0.298 -0.2 0.1 0.1 -0.04
H -1.374 -5.277 -0.592 0.0 -0.1 0.0 0.11
C 0.153 2.358 1.946 -0.1 0.0 -0.2 -0.03
H -4.729 2.023 1.166 0.0 0.0 0.0 0.13
H -2.883 -1.386 1.342 -0.1 0.1 0.1 0.13
C 0.038 -3.829 0.088 0.1 0.1 0.0 -0.12
```
Positions in Å, forces in eV/Å.

# 2
Computed, not measured: C18H16CoNSSe3Te as an isolated structure at a distorted geometry, with the ωB97M-V functional and the def2-TZVPD basis.

Calculated values
* spin multiplicity: 2
* total charge: -1
* relative energy (zero: lowest compared OMol25 entry of this formula, charge and spin): 121.96 kJ/mol
* total energy: -10003.51770 hartree

Structure (XYZ):
```
41
Properties=species:S:1:pos:R:3:forces:R:3:lowdin_charge:R:1
C 0.029 5.075 1.968 0.0 -0.1 -0.1 -0.12
C 3.121 -0.904 -0.083 -0.1 0.0 0.0 -0.06
C 1.939 -1.719 0.388 0.1 0.1 0.1 -0.28
H 1.141 0.180 -1.936 -0.2 0.0 0.0 0.10
H -0.207 -4.149 -0.672 -0.2 0.1 -0.1 -0.01
H 0.306 6.096 2.205 0.0 0.0 0.0 0.09
Se -2.999 -2.769 -1.335 -1.0 0.3 0.1 -0.15
C -1.940 0.061 -2.839 -0.2 0.0 -0.2 -0.50
H 0.135 -2.337 3.196 0.0 0.0 -0.1 0.11
C 0.179 0.460 -2.350 0.0 -0.4 0.1 -0.21
H -2.080 5.469 1.997 0.0 0.0 0.0 0.09
H 1.608 -2.667 -1.509 -0.1 0.0 -0.1 0.12
C -1.310 4.719 1.852 0.0 -0.2 0.0 -0.10
H 1.409 2.036 1.313 0.0 0.1 0.0 0.10
H 2.073 -1.030 2.420 -0.1 0.0 -0.1 0.11
C -0.700 2.424 1.339 0.0 -0.3 -0.1 -0.26
C -1.288 -0.060 0.557 -0.1 0.1 -0.4 -0.04
S -1.728 1.619 -3.483 -0.1 0.2 -0.2 1.02
C 1.249 -2.552 -0.492 0.3 -0.1 0.2 -0.08
C 1.532 -1.666 1.725 0.2 0.2 -0.2 -0.06
C 0.180 -3.347 -0.044 0.6 -0.3 0.2 -0.23
H 2.056 4.372 1.853 0.0 0.0 0.0 0.09
H 3.658 -1.416 -0.883 0.0 0.0 0.0 0.08
C 0.650 2.796 1.469 -0.1 0.1 0.0 -0.05
H -2.892 -0.460 -2.914 0.2 0.1 0.2 0.05
Se -1.522 -3.491 -3.170 0.3 0.2 0.3 -0.13
C -0.226 -3.249 1.284 0.2 0.1 0.4 -0.13
C -1.048 1.077 0.937 0.0 0.1 0.2 -0.12
Co -1.115 -1.619 -0.584 0.5 -0.3 -0.4 0.08
C -1.673 3.410 1.549 0.1 0.1 0.0 -0.05
H -1.037 -3.874 1.629 -0.1 0.0 0.0 0.03
H 2.800 0.073 -0.465 0.0 -0.1 0.1 0.06
Te -3.451 -4.711 0.095 -0.1 -0.3 0.1 0.10
C 0.454 -2.405 2.162 -0.2 -0.2 0.0 -0.08
C -0.095 1.626 -2.971 0.0 0.1 -0.1 -0.39
H 0.561 2.465 -3.158 -0.1 -0.2 0.1 0.07
N -0.883 -0.429 -2.268 0.5 0.8 0.1 -0.12
Se -0.992 -5.636 -2.746 0.1 0.0 0.0 -0.20
H -2.717 3.139 1.453 0.0 0.0 0.0 0.11
H 3.817 -0.713 0.739 -0.1 0.0 -0.1 0.07
C 1.008 4.106 1.771 -0.2 -0.2 0.0 -0.10
```
Positions in Å, forces in eV/Å.

Q: Number 1 is which compound?
A: C18H16Br2N2O2

Q: Among the records above, which one has the lowest total energy?
A: C18H16CoNSSe3Te